Entry 1:
Entry from OMol25: a cluster of 2 separate species, C2HFIN in total at a distorted geometry (ωB97M-V with the def2-TZVPD basis set).

```
! wB97M-V def2-TZVPD RIJCOSX def2/J DEFGRID3
* xyz 0 3
I 2.14 0.80 0.41
F -0.11 0.79 -1.28
N -0.95 -2.55 0.00
C 0.23 0.83 -0.02
C -0.91 -1.50 0.45
H -0.40 1.63 0.44
*
```

As for the largest force on an atom: 3.18 eV Å⁻¹. The value obtained for the total energy is -14391.77260 eV. The LUMO energy (spin up / spin down) is 0.42 / -4.41 eV. Its HOMO energy (spin up / spin down) is -8.532 / -10.597 eV.

Charges computed using natural (NBO), reported in e: I 0.26; F -0.33; N -0.43; C -0.06; C 0.39; H 0.17

Entry 2:
Entry from OMol25: a structure of composition C39H31DyN8O2 at a distorted geometry (ωB97M-V with the def2-TZVPD basis set).

```
! wB97M-V def2-TZVPD RIJCOSX def2/J DEFGRID3
* xyz 0 6
Dy -0.69 0.49 -0.17
O -2.02 -0.65 -1.40
O -0.97 2.61 0.37
N 0.75 -1.62 -0.67
N 1.43 0.97 0.76
N 0.38 1.19 -2.14
N -0.03 -2.30 1.50
N -2.98 0.85 0.50
N -3.62 -0.35 0.24
N -0.65 -1.22 1.65
N 9.03 2.86 -3.58
C -4.65 -2.94 -0.28
C -5.00 -4.27 -0.40
C 2.57 1.38 0.08
C -2.68 0.16 4.36
C -3.44 -2.49 -0.80
C 1.61 -3.59 0.40
C 3.07 1.48 2.27
C 4.08 1.84 -1.78
C -1.46 -1.20 2.80
C 4.40 3.12 -2.24
C 2.36 -2.99 -1.77
C 0.78 -2.46 0.38
C 1.74 1.42 -2.32
C -3.67 1.79 1.09
C 1.74 1.03 2.05
C 6.65 2.40 -2.69
C 1.52 -1.90 -1.71
C -2.66 -2.23 4.60
C -1.87 0.06 3.25
C -0.16 1.17 -3.36
C 0.80 1.36 -4.37
C 2.00 1.51 -3.72
C 3.59 1.70 1.02
C 6.33 1.12 -2.23
C -4.14 -5.17 -1.02
C -1.86 -2.35 3.49
C -2.59 -3.39 -1.43
C -1.73 3.35 1.08
C -3.00 -1.07 -0.65
C -3.08 -0.98 5.04
C 2.70 1.52 -1.31
C 5.68 3.40 -2.69
C 5.05 0.85 -1.78
C 7.97 2.66 -3.17
C -2.93 -4.73 -1.54
C 2.41 -3.86 -0.69
C -1.17 4.67 1.56
C -3.04 3.01 1.43
C -5.12 1.58 1.43
H -3.01 1.13 4.70
H 0.62 1.37 -5.43
H -3.62 3.75 1.96
H -5.31 -2.22 0.20
H 7.09 0.35 -2.23
H 4.80 -0.14 -1.41
H 2.97 1.68 -4.17
H -2.97 -3.12 5.14
H -2.26 -5.42 -2.02
H 5.93 4.39 -3.04
H -0.13 4.74 1.24
H -1.52 0.95 2.74
H 3.64 3.88 -2.24
H -5.94 -4.62 0.01
H 1.03 0.76 2.82
H -1.55 -3.31 3.12
H 3.05 -4.73 -0.71
H 4.58 2.06 0.78
H -5.48 2.36 2.10
H -3.72 -0.90 5.91
H 2.96 -3.17 -2.66
H 3.55 1.62 3.22
H 1.45 -1.21 -2.55
H -1.66 -3.02 -1.85
H -5.71 1.59 0.52
H -5.25 0.60 1.89
H -1.23 1.02 -3.49
H -1.21 4.74 2.65
H 1.59 -4.22 1.28
H -4.41 -6.22 -1.10
H -1.73 5.51 1.15
*
```

As for the largest force on an atom: 1.43 eV Å⁻¹. The value obtained for the total energy is -81047.94777 eV. The LUMO energy (spin up / spin down) is -1.77 / -1.77 eV. Its HOMO energy (spin up / spin down) is -7.011 / -7.014 eV.

Atom charges from the Mulliken analysis, given in e for atoms 1 to 6: Dy 0.18; O -0.57; O -0.41; N 0.75; N 0.76; N 0.64

Entry 3:
Entry from OMol25: a structure of composition C46H38Ge2NO6Sc (ωB97M-V with the def2-TZVPD basis set).

```
! wB97M-V def2-TZVPD RIJCOSX def2/J DEFGRID3
* xyz 1 2
Ge 2.42 -0.73 2.70
Ge -0.88 -0.43 -3.89
Sc 0.19 -0.26 0.78
O 0.34 -2.32 0.24
O -5.96 2.15 5.12
O 0.54 -0.69 -1.21
O -1.63 -0.46 1.53
O 0.04 1.73 1.43
O -4.54 3.77 5.05
N -4.92 2.66 4.74
C -3.68 0.27 -3.51
C 0.28 -1.93 -0.97
C -1.23 -0.02 -8.09
C -4.05 1.86 3.87
C 2.97 -4.44 4.57
C 6.12 2.03 1.80
C 3.75 1.70 1.78
C -4.80 0.81 -2.89
C -3.47 1.31 -0.96
C -0.87 0.15 -6.76
C -2.39 0.30 2.26
C 3.92 0.41 2.29
C 0.48 0.97 -3.80
C -2.71 -1.80 -7.46
C 1.12 -0.02 3.96
C -2.35 -1.62 -6.13
C 5.21 -0.07 2.53
C -4.70 1.34 -1.61
C 2.36 3.05 -3.75
C 3.43 -4.79 2.23
C 2.67 -3.11 4.31
C -2.89 2.41 3.42
C -0.16 -2.84 -2.07
C -2.37 0.75 -1.59
C 4.84 2.51 1.54
C 0.40 1.72 5.48
C 3.34 -5.28 3.53
C -4.44 0.56 3.51
C -2.44 0.21 -2.87
C -2.15 -1.00 -8.44
C 1.28 1.26 4.51
C -0.65 0.91 5.91
C -2.04 1.64 2.60
C 1.01 3.33 -3.92
C -1.43 -0.64 -5.76
C 2.76 -2.61 3.01
C -3.62 -0.20 2.72
C 6.31 0.75 2.29
C 0.05 -0.82 4.39
C 2.77 1.73 -3.61
C -0.83 -0.35 5.36
C 0.08 2.30 -3.95
C 1.84 0.70 -3.64
C -0.20 -2.24 -3.47
C -0.85 2.26 2.14
C 3.14 -3.46 1.97
H -3.37 1.73 0.03
H 7.31 0.38 2.49
H 2.75 2.08 1.58
H 0.55 2.69 5.92
H 0.79 -2.28 -3.92
H 6.98 2.67 1.61
H 2.38 -2.46 5.13
H 0.48 -3.72 -2.02
H -5.56 1.78 -1.12
H 2.90 -4.82 5.58
H -3.43 -2.57 -7.72
H -3.91 -1.21 2.44
H 2.11 1.89 4.20
H -0.08 -1.81 3.98
H -1.33 1.27 6.68
H -3.79 -0.11 -4.52
H 3.09 3.85 -3.74
H -0.97 2.54 -4.09
H 4.70 3.50 1.15
H -5.38 0.18 3.88
H -1.42 0.77 -1.06
H -5.75 0.84 -3.42
H 5.36 -1.07 2.90
H 3.21 -3.09 0.96
H 2.18 -0.32 -3.53
H 3.82 1.50 -3.49
H -0.15 0.92 -6.50
H 3.57 -6.32 3.73
H 0.68 4.35 -4.04
H -0.69 3.31 2.42
H -1.15 -3.20 -1.75
H -0.78 0.60 -8.85
H -2.62 3.42 3.70
H -1.64 -0.98 5.69
H 3.72 -5.44 1.42
H -0.81 -2.89 -4.09
H -2.42 -1.14 -9.48
H -2.80 -2.26 -5.38
*
```

As for the largest force on an atom: 0.48 eV Å⁻¹. The value obtained for the total energy is -195821.27588 eV. The LUMO energy (spin up / spin down) is -4.05 / -5.08 eV. Its HOMO energy (spin up / spin down) is -10.791 / -11.033 eV.

Atom charges from the Mulliken analysis, given in e for atoms 1 to 6: Ge -0.43; Ge 1.70; Sc 0.06; O -0.57; O -0.62; O 0.04

Entry 4:
Entry from OMol25: a structure of composition C43H65AsCaGeN2O9P2Si (ωB97M-V with the def2-TZVPD basis set).

```
! wB97M-V def2-TZVPD RIJCOSX def2/J DEFGRID3
* xyz 0 1
As 3.48 -1.72 -1.01
Ge -3.54 1.47 0.97
Ca -0.33 -0.08 0.33
P 1.67 0.61 2.50
P -1.77 0.54 3.09
Si 2.35 3.50 0.62
O -1.82 0.09 -1.43
O -2.28 1.81 4.02
O 0.69 -0.12 -1.72
O -1.77 1.36 1.56
O 1.37 2.24 1.42
O 2.81 0.95 3.37
O -0.95 -1.31 1.99
O 0.24 2.28 3.82
O 1.72 -0.32 1.36
N 0.01 -0.02 -2.79
N -1.25 0.09 -2.61
C 2.01 -3.83 0.09
C -4.83 4.72 0.81
C 3.94 2.01 -1.24
C -2.37 0.50 -6.13
C 1.18 4.20 -0.70
C 3.02 -2.93 0.45
C -5.76 -0.28 0.34
C 2.99 -3.78 2.69
C 6.29 -2.27 -0.71
C -1.53 0.33 -5.04
C 7.70 -3.65 -2.09
C -3.46 0.30 -3.58
C 6.60 -3.94 -2.89
C -8.04 0.02 1.38
C -6.10 5.56 0.89
C 1.94 -2.59 -3.42
C 4.67 1.96 1.14
C 0.58 -4.51 -1.92
C -4.24 -0.31 0.55
C 1.99 -4.68 2.34
C 0.11 0.87 3.52
C -0.24 4.20 -0.13
C -3.62 2.83 -0.42
C 1.58 -3.75 -1.32
C 5.35 -3.41 -2.59
C 0.32 0.00 4.76
C 3.50 -2.90 1.75
C 0.95 -3.37 -4.01
C -6.56 -0.20 1.63
C 7.54 -2.81 -1.00
C 5.19 -2.58 -1.49
C 0.27 -4.32 -3.26
C 1.58 5.66 -0.99
C 2.26 -2.79 -2.09
C -2.08 0.24 -3.77
C -4.29 0.47 -4.68
C 4.02 2.83 0.06
C 2.50 4.74 2.01
C 1.50 -4.71 1.04
C -4.88 3.71 -0.34
C 1.15 3.44 -2.03
C -3.75 0.57 -5.95
C 4.93 4.04 -0.18
H -6.04 0.56 -0.31
H -0.46 0.27 -5.17
H -4.67 4.21 1.76
H -6.98 4.92 0.99
H 2.57 4.21 2.96
H 0.78 2.38 4.62
H -5.36 0.51 -4.53
H 2.44 -1.83 -4.00
H -0.48 0.20 5.48
H -5.78 3.09 -0.24
H -8.46 -0.78 0.76
H 3.37 -3.76 3.71
H 0.92 6.07 -1.76
H -3.56 2.33 -1.39
H 4.26 -2.18 2.04
H -1.95 0.57 -7.12
H -0.31 4.70 0.85
H -6.17 0.60 2.27
H 5.15 4.59 0.74
H 0.71 -5.41 0.78
H 3.16 1.25 -1.22
H -1.70 2.59 3.95
H 0.70 -3.22 -5.05
H 0.28 3.77 -2.61
H 8.67 -4.06 -2.33
H -0.63 3.19 -0.02
H -6.24 6.16 -0.01
H -0.90 4.74 -0.81
H 1.07 2.36 -1.91
H 5.88 3.68 -0.58
H -3.73 -0.67 -0.34
H 6.19 -1.61 0.15
H 1.29 0.22 5.23
H 4.52 4.75 -0.91
H -4.25 2.00 2.23
H -3.97 5.37 0.66
H -6.09 6.23 1.75
H -3.85 0.21 -2.58
H -1.31 -2.09 2.40
H 5.70 1.75 0.84
H 8.39 -2.57 -0.37
H 4.89 1.48 -1.37
H 0.04 -5.25 -1.34
H -6.05 -1.19 -0.20
H -4.40 0.70 -6.81
H 3.80 2.64 -2.11
H -0.51 -4.91 -3.72
H 1.62 5.39 2.05
H 6.71 -4.60 -3.75
H 4.50 -3.66 -3.22
H 1.49 6.30 -0.11
H 2.61 5.75 -1.36
H -2.73 3.45 -0.34
H 4.69 2.43 2.12
H 0.29 -1.05 4.48
H -4.99 4.26 -1.28
H -8.22 0.97 0.87
H 2.03 3.63 -2.64
H 0.62 2.67 1.89
H 4.16 1.00 1.26
H -8.61 0.04 2.31
H -6.41 -1.13 2.20
H 1.59 -5.36 3.08
H 3.38 5.38 1.91
H -3.97 -0.97 1.37
*
```

As for the largest force on an atom: 0.93 eV Å⁻¹. The value obtained for the total energy is -229308.06324 eV. The LUMO energy is 0.42 eV. Its HOMO energy is -7.998 eV.

Atom charges from the Mulliken analysis, given in e for atoms 1 to 6: As 0.46; Ge 0.48; Ca 1.22; P 0.33; P -0.27; Si 0.44